Entry 1:
The following is a DFT calculation (ωB97M-V with the def2-TZVPD basis set) of a molecular structure, C34H23AsClCrF5NO4S4 in a non-equilibrium geometry.

The energy above the lowest of the compared OMol25 structures with the same formula, charge and spin comes out at 0.0 kJ/mol. The HOMO energy (alpha / beta) comes out at -0.067 / -0.071 Eh. The multiplicity is 4. The value obtained for the total energy is -7497.673887 Ha. As for the HOMO-LUMO gap (alpha / beta): 6.04 / 6.17 eV. The net charge is -2. As for the expectation value of S²: 3.85.

Last column: Mulliken spin population.
Geometry (Å):
Cr1 -1.21 2.38 0.67  3.302
O1 -2.96 2.03 1.55  -0.019
C1 -3.43 0.81 1.66  0.002
C2 -3.53 -0.11 0.49  0.011
C3 -4.61 -0.96 0.38  0.001
C4 -4.79 -1.81 -0.68  0.003
C5 -3.89 -1.71 -1.79  0.000
C6 -2.86 -0.86 -1.71  0.000
C7 -2.59 0.03 -0.61  -0.007
O2 -1.57 0.81 -0.70  -0.004
N1 -5.96 -2.59 -0.75  0.000
O3 -6.80 -2.40 0.07  0.001
O4 -6.03 -3.47 -1.58  0.001
H1 -4.24 0.58 2.40  -0.003
H2 -5.48 -0.91 1.05  0.000
H3 -4.18 -2.23 -2.74  0.000
H4 -2.24 -0.70 -2.57  0.001
S1 1.02 2.28 -0.31  -0.063
S2 1.25 4.31 -0.78  0.011
S3 -0.48 4.63 -1.89  0.010
S4 -1.98 4.28 -0.54  -0.086
C8 5.63 -2.00 0.30  0.000
C9 5.23 -1.93 -1.04  0.000
C10 3.93 -1.63 -1.45  0.001
C11 2.97 -1.31 -0.42  -0.003
C12 3.38 -1.33 0.89  0.002
C13 4.71 -1.67 1.25  0.000
As1 1.09 -0.78 -0.70  -0.002
C14 1.01 -0.47 -2.62  -0.007
C15 1.25 0.68 -3.36  0.006
C16 1.17 0.65 -4.72  0.000
C17 0.76 -0.49 -5.37  0.000
C18 0.40 -1.60 -4.66  0.000
C19 0.48 -1.59 -3.25  -0.002
C20 0.17 -2.79 -2.40  0.000
C21 -0.37 -4.00 -2.78  0.000
C22 -0.77 -4.96 -1.88  0.000
C23 -0.70 -4.69 -0.51  0.000
C24 -0.17 -3.48 -0.12  0.000
C25 0.25 -2.54 -1.03  0.001
H5 6.74 -2.09 0.57  0.000
H6 6.07 -2.08 -1.68  0.000
H7 3.61 -1.51 -2.48  0.000
H8 2.72 -1.09 1.69  0.001
H9 5.02 -1.55 2.28  0.000
H10 1.54 1.58 -2.86  0.007
H11 1.42 1.53 -5.31  0.000
H12 0.52 -0.57 -6.40  0.000
H13 -0.03 -2.46 -5.15  0.000
H14 -0.32 -4.25 -3.86  0.000
H15 -1.22 -5.87 -2.24  0.000
H16 -1.06 -5.35 0.27  0.000
H17 0.05 -3.18 0.92  0.000
Cl1 -0.14 6.46 1.71  -0.001
C26 0.90 5.31 2.51  -0.041
C27 2.19 5.77 2.88  0.020
C28 3.15 4.94 3.37  -0.031
C29 2.75 3.62 3.68  0.017
C30 1.47 3.19 3.47  -0.021
C31 0.47 4.05 2.82  0.034
C32 -0.80 3.54 2.35  -0.154
H18 2.45 6.86 2.72  0.001
H19 4.17 5.14 3.57  -0.004
H20 3.47 2.91 4.05  0.001
H21 1.22 2.16 3.64  -0.004
H22 -1.65 4.23 2.27  0.023
H23 -1.21 2.77 3.03  -0.004
F1 -1.78 -1.47 2.28  0.000
C33 -1.72 -0.15 2.73  0.018
F2 -0.80 0.52 1.95  -0.022
C34 -0.94 -0.30 4.04  0.002
F3 0.33 -0.65 3.86  0.001
F4 -0.96 0.81 4.80  0.000
F5 -1.44 -1.32 4.80  0.000

Entry 2:
The following is a DFT calculation (ωB97M-V with the def2-TZVPD basis set) of a molecular structure, C34H23BaBr2ClN7O5S in a non-equilibrium geometry.

The energy above the lowest of the compared OMol25 structures with the same formula, charge and spin comes out at 0.0 kJ/mol. The HOMO energy comes out at -0.180 Eh. The value obtained for the total energy is -8101.067043 Ha. As for the HOMO-LUMO gap: 6.94 eV. The net charge is -1.

Last column: Mulliken charge in e.
Geometry (Å):
Ba1 0.25 0.73 -1.20  1.628
C1 3.13 -0.33 -3.41  -1.264
C2 2.70 -1.56 -2.65  0.653
C3 3.36 -2.80 -2.82  -0.912
C4 2.92 -3.90 -2.16  -0.844
C5 1.80 -3.82 -1.30  0.921
C6 1.22 -4.92 -0.61  -0.034
Br1 1.97 -6.66 -0.76  -0.270
C7 0.12 -4.75 0.16  -0.432
C8 -0.46 -3.47 0.31  0.029
Br2 -2.00 -3.29 1.39  -0.215
C9 0.05 -2.33 -0.29  0.739
O1 -0.44 -1.13 -0.15  -0.826
C10 1.21 -2.55 -1.15  -0.859
N1 1.69 -1.44 -1.82  0.504
H1 3.92 -0.56 -4.13  0.420
H2 3.49 0.43 -2.71  0.170
H3 2.28 0.09 -3.96  0.228
H4 4.21 -2.87 -3.50  0.421
H5 3.41 -4.86 -2.29  0.308
H6 -0.32 -5.59 0.67  0.403
S1 2.91 1.87 -0.35  -0.684
C11 2.58 1.50 1.34  0.295
N2 3.48 1.17 2.21  -0.544
N3 4.72 1.02 1.74  0.249
C12 5.75 0.59 2.58  0.476
C13 5.56 0.36 3.95  -0.329
C14 6.63 -0.04 4.73  -0.424
C15 7.90 -0.23 4.18  -0.567
C16 8.08 0.00 2.82  -0.419
C17 7.02 0.41 2.03  -0.505
N4 1.30 1.60 2.03  -0.668
N5 0.27 1.61 1.35  0.589
C18 -0.92 1.68 2.19  -0.070
C19 -0.92 2.34 3.42  -0.297
C20 -2.07 2.35 4.19  -0.595
C21 -3.22 1.69 3.75  -0.569
C22 -3.21 1.04 2.53  -1.011
C23 -2.06 1.04 1.74  0.274
H7 4.86 1.11 0.74  0.162
H8 4.57 0.50 4.37  0.400
H9 6.47 -0.22 5.79  0.329
H10 8.72 -0.55 4.80  0.357
H11 9.05 -0.14 2.37  0.326
H12 7.16 0.59 0.97  0.331
H13 -0.01 2.82 3.74  0.487
H14 -2.07 2.86 5.14  0.357
H15 -4.12 1.69 4.36  0.426
H16 -4.09 0.51 2.18  0.534
H17 -2.07 0.48 0.81  0.371
O2 -3.34 -1.09 -6.09  -0.542
C24 -4.36 -0.56 -5.44  0.392
O3 -5.48 -0.58 -5.89  -0.609
C25 -4.08 0.06 -4.10  -0.211
C26 -5.05 0.49 -3.22  0.338
Cl1 -6.74 0.55 -3.40  -0.146
N6 -4.44 0.97 -2.12  0.592
N7 -3.09 0.89 -2.22  -0.441
C27 -2.87 0.36 -3.41  0.138
C28 -1.43 0.22 -3.85  0.790
O4 -1.15 -0.56 -4.76  -0.894
O5 -0.60 0.95 -3.20  -0.916
C29 -5.00 1.58 -0.94  0.215
C30 -6.09 1.01 -0.29  -0.247
C31 -6.62 1.65 0.82  -0.799
C32 -6.06 2.83 1.30  -0.492
C33 -4.95 3.37 0.65  -0.584
C34 -4.42 2.75 -0.47  -0.190
H18 -2.48 -0.94 -5.60  0.494
H19 -6.51 0.08 -0.65  0.466
H20 -7.47 1.21 1.33  0.344
H21 -6.47 3.32 2.18  0.418
H22 -4.49 4.27 1.03  0.400
H23 -3.56 3.16 -0.98  0.434

Entry 3:
The following is a DFT calculation (ωB97M-V with the def2-TZVPD basis set) of a molecular structure, C34H23FeN6O9Se.

The energy above the lowest of the compared OMol25 structures with the same formula, charge and spin comes out at 0.0 kJ/mol. The HOMO energy comes out at -0.079 Eh. The multiplicity is 2. The value obtained for the total energy is -5980.324031 Ha. As for the HOMO-LUMO gap: 5.47 eV. The net charge is -2. As for the expectation value of S²: 0.77.

Last column: Mulliken spin population.
Geometry (Å):
Fe1 -0.82 0.90 0.73  1.092
O1 4.29 0.01 -0.65  0.000
C1 3.60 -0.40 -1.73  -0.002
C2 4.30 -1.06 -2.73  0.000
C3 3.65 -1.54 -3.86  0.001
C4 2.28 -1.35 -4.01  0.000
C5 1.58 -0.69 -3.01  0.005
C6 2.21 -0.21 -1.87  -0.001
C7 1.36 0.39 -0.80  0.002
O2 0.11 0.46 -0.99  -0.006
N1 1.97 0.75 0.31  0.001
N2 1.03 1.13 1.26  -0.024
C8 1.45 1.30 2.46  -0.009
C9 0.59 1.60 3.58  0.017
C10 1.18 1.67 4.85  -0.004
C11 0.42 1.88 5.98  0.008
C12 -0.97 2.01 5.85  -0.006
C13 -1.57 1.95 4.62  0.010
C14 -0.81 1.75 3.44  -0.005
O3 -1.43 1.75 2.29  0.000
H1 3.63 0.47 -0.05  0.000
H2 5.37 -1.21 -2.59  0.000
H3 4.21 -2.07 -4.62  0.000
H4 1.77 -1.74 -4.88  0.000
H5 0.50 -0.56 -3.08  0.001
H6 2.52 1.19 2.64  -0.002
H7 2.25 1.54 4.93  0.000
H8 0.89 1.91 6.96  0.001
H9 -1.58 2.12 6.73  0.000
H10 -2.64 2.01 4.51  0.001
N3 -2.75 0.41 0.49  -0.021
C15 -3.30 0.40 -0.82  0.004
C16 -3.97 -0.72 -1.28  -0.004
C17 -4.47 -0.74 -2.58  0.003
C18 -4.28 0.35 -3.41  -0.003
C19 -3.59 1.46 -2.94  0.004
C20 -3.08 1.51 -1.64  -0.008
C21 -2.29 2.68 -1.16  -0.033
C22 -2.57 3.94 -1.70  -0.005
C23 -1.81 5.05 -1.38  0.005
C24 -0.74 4.91 -0.50  -0.001
C25 -0.48 3.67 0.06  0.008
C26 -1.25 2.53 -0.24  -0.036
H11 -2.86 -0.48 0.98  0.000
H12 -3.16 1.12 1.10  0.001
H13 -4.08 -1.57 -0.63  0.000
H14 -4.99 -1.62 -2.94  0.000
H15 -4.65 0.34 -4.42  0.000
H16 -3.40 2.29 -3.61  0.000
H17 -3.42 4.06 -2.37  0.000
H18 -2.06 6.02 -1.80  0.000
H19 -0.13 5.76 -0.24  0.000
H20 0.34 3.58 0.76  -0.001
O4 -1.67 -2.49 -0.15  0.004
C27 -0.63 -2.06 0.34  -0.006
O5 -0.46 -1.09 1.13  0.008
C28 0.68 -2.76 -0.03  0.000
C29 0.72 -3.58 -1.15  0.002
C30 1.95 -4.05 -1.59  0.000
C31 3.13 -3.76 -0.94  0.000
C32 3.05 -2.97 0.18  0.000
C33 1.85 -2.45 0.64  0.003
N4 4.30 -2.63 0.88  0.000
O6 5.33 -3.12 0.46  0.000
O7 4.22 -1.95 1.88  0.000
N5 2.01 -4.87 -2.81  0.000
O8 0.96 -5.16 -3.35  0.000
O9 3.10 -5.28 -3.17  0.000
H21 -0.19 -3.79 -1.68  0.000
H22 4.08 -4.12 -1.31  0.000
H23 1.82 -1.78 1.49  -0.001
Se1 -4.98 -1.39 5.72  0.000
C34 -4.09 -0.95 4.19  0.000
N6 -3.53 -0.67 3.21  0.000

Entry 4:
The following is a DFT calculation (ωB97M-V with the def2-TZVPD basis set) of a molecular structure, C34H24BrIN3O2Pd in a non-equilibrium geometry.

The energy above the lowest of the compared OMol25 structures with the same formula, charge and spin comes out at 94.5 kJ/mol. The HOMO energy (alpha / beta) comes out at -0.546 / -0.591 Eh. The multiplicity is 5. The value obtained for the total energy is -4623.280338 Ha. As for the HOMO-LUMO gap (alpha / beta): 5.33 / 3.21 eV. The net charge is +3. As for the expectation value of S²: 6.09.

Last column: Mulliken spin population.
Geometry (Å):
Pd1 0.24 -1.29 -0.10  0.591
C1 -1.08 -5.08 1.30  -0.005
C2 -0.99 -4.93 2.67  0.004
C3 -0.47 -3.77 3.23  -0.011
C4 -0.03 -2.72 2.41  0.026
C5 -0.18 -2.89 1.04  -0.067
C6 -0.66 -4.04 0.46  -0.052
C7 0.60 -1.49 2.87  0.025
C8 0.90 -1.22 4.21  0.013
C9 1.53 -0.05 4.54  -0.006
C10 1.91 0.86 3.54  0.014
C11 2.60 2.06 3.82  0.000
C12 2.99 2.89 2.81  0.002
C13 2.72 2.54 1.47  -0.009
C14 2.04 1.39 1.16  0.022
C15 1.61 0.53 2.19  0.003
N1 0.93 -0.62 1.91  0.217
H1 -1.46 -5.99 0.86  0.000
H2 -1.31 -5.73 3.32  0.000
H3 -0.39 -3.68 4.30  -0.001
H4 -0.70 -4.17 -0.62  0.012
H5 0.64 -1.93 4.98  -0.001
H6 1.76 0.17 5.57  0.001
H7 2.82 2.31 4.85  0.000
H8 3.52 3.81 3.03  0.000
H9 3.07 3.20 0.68  0.001
H10 1.87 1.11 0.14  0.007
O1 -2.05 5.74 -3.01  -0.002
C16 -0.82 5.24 -2.99  -0.010
O2 0.16 5.91 -3.13  0.080
C17 -0.59 3.77 -2.76  0.271
C18 0.25 3.08 -3.65  -0.013
C19 0.67 1.82 -3.37  0.202
C20 0.32 1.20 -2.11  0.146
C21 -0.60 1.90 -1.25  0.191
C22 -1.02 3.15 -1.57  -0.051
N2 0.87 0.07 -1.68  0.254
C23 2.04 -0.43 -2.27  0.201
C24 2.66 -1.53 -1.70  0.179
C25 3.87 -2.06 -2.23  0.188
C26 4.47 -3.14 -1.63  -0.022
C27 3.87 -3.70 -0.50  0.168
C28 2.69 -3.16 -0.01  0.056
N3 2.10 -2.11 -0.58  0.294
H11 -2.75 5.07 -2.98  -0.002
H12 0.59 3.57 -4.56  0.002
H13 1.29 1.29 -4.08  0.005
H14 -0.85 1.46 -0.29  0.010
H15 -1.64 3.70 -0.87  -0.002
H16 2.53 0.09 -3.08  0.020
H17 4.30 -1.59 -3.10  0.003
H18 5.39 -3.54 -2.01  0.002
H19 4.31 -4.56 0.00  0.002
H20 2.23 -3.57 0.88  0.030
Br1 -3.48 0.12 -3.68  0.240
C29 -4.31 0.60 -2.12  0.255
C30 -5.42 1.49 -2.21  0.035
C31 -6.06 1.89 -1.08  0.059
C32 -5.61 1.43 0.18  0.222
C33 -4.53 0.53 0.29  0.084
C34 -3.89 0.10 -0.84  0.079
I1 -2.46 -1.44 -0.66  0.024
H21 -5.74 1.84 -3.19  -0.003
H22 -6.91 2.56 -1.14  0.006
H23 -6.12 1.74 1.08  0.002
H24 -4.23 0.16 1.26  0.009

Entry 5:
The following is a DFT calculation (ωB97M-V with the def2-TZVPD basis set) of a molecular structure, C34H25Br2N4O4PS2Se2Zn in a non-equilibrium geometry.

The energy above the lowest of the compared OMol25 structures with the same formula, charge and spin comes out at 41.7 kJ/mol. The HOMO energy comes out at -0.098 Eh. The value obtained for the total energy is -14698.854422 Ha. As for the HOMO-LUMO gap: 6.33 eV. The net charge is -2.

Last column: Mulliken charge in e.
Geometry (Å):
Zn1 20.49 8.29 12.22  1.040
C1 23.28 9.26 10.01  -1.113
C2 23.53 9.12 11.47  0.833
C3 24.89 9.25 11.91  -0.696
C4 25.18 9.52 13.19  -0.789
C5 24.18 9.62 14.17  0.859
C6 24.37 9.91 15.55  0.105
Br1 26.02 10.42 16.28  -0.287
C7 23.30 10.01 16.41  -0.625
C8 21.98 9.94 15.86  -0.141
Br2 20.57 10.30 17.10  -0.262
C9 21.70 9.51 14.59  0.430
O1 20.55 9.22 14.14  -0.478
C10 22.87 9.37 13.70  0.252
N1 22.57 9.12 12.38  -0.311
H1 24.19 9.12 9.46  0.439
H2 22.89 10.25 9.82  0.114
H3 22.57 8.54 9.63  0.170
H4 25.64 9.18 11.13  0.336
H5 26.24 9.76 13.41  0.194
H6 23.45 10.33 17.43  0.386
Se1 19.28 9.92 7.89  -0.541
P1 19.66 11.82 8.86  0.952
Se2 19.94 12.06 10.96  -0.461
C11 18.38 12.98 8.31  0.190
C12 18.31 13.29 6.96  -0.434
C13 17.22 14.07 6.48  -0.761
C14 16.27 14.50 7.37  -0.206
C15 16.32 14.20 8.72  -0.713
C16 17.40 13.48 9.18  -0.162
C17 21.09 12.59 7.99  0.005
C18 21.56 13.87 8.31  -0.584
C19 22.66 14.43 7.69  -0.584
C20 23.36 13.73 6.72  -0.380
C21 22.91 12.46 6.35  -0.574
C22 21.78 11.90 6.94  0.010
H7 19.03 12.86 6.32  0.447
H8 17.29 14.40 5.44  0.337
H9 15.44 15.12 7.04  0.300
H10 15.52 14.52 9.39  0.384
H11 17.53 13.31 10.25  0.275
H12 21.05 14.38 9.11  0.353
H13 22.99 15.42 7.97  0.361
H14 24.23 14.14 6.21  0.323
H15 23.36 11.92 5.54  0.392
H16 21.41 10.87 6.64  0.137
O2 20.60 6.19 13.12  -0.655
S1 20.45 5.40 11.82  0.977
O3 19.22 4.60 11.70  -0.656
O4 21.67 4.69 11.49  -0.651
S2 20.30 6.92 10.39  -0.585
N2 13.57 9.86 10.74  0.048
C23 12.27 10.25 11.05  0.362
C24 11.07 10.17 10.41  -0.767
C25 9.94 10.47 11.15  -0.324
C26 9.97 10.70 12.52  -0.395
C27 11.15 10.71 13.17  -0.545
C28 12.32 10.55 12.44  0.533
N3 13.60 10.39 12.93  -0.647
C29 14.33 9.97 11.93  -0.022
C30 15.71 9.58 12.06  1.222
C31 16.41 9.59 13.29  -0.983
C32 17.74 9.18 13.28  -0.463
N4 18.39 8.83 12.16  -0.006
C33 17.73 8.85 11.02  -0.072
C34 16.40 9.22 10.93  -0.913
H17 13.93 9.58 9.83  0.204
H18 11.02 9.90 9.34  0.329
H19 8.97 10.52 10.62  0.305
H20 9.00 10.96 13.00  0.306
H21 11.29 10.96 14.24  0.353
H22 15.98 9.91 14.20  0.523
H23 18.33 9.10 14.16  0.696
H24 18.31 8.56 10.11  0.072
H25 15.93 9.31 9.94  0.231

Entry 6:
The following is a DFT calculation (ωB97M-V with the def2-TZVPD basis set) of a molecular structure, C34H25BrN2O2SiTc.

The energy above the lowest of the compared OMol25 structures with the same formula, charge and spin comes out at 0.0 kJ/mol. The HOMO energy (alpha / beta) comes out at -0.511 / -0.517 Eh. The multiplicity is 4. The value obtained for the total energy is -4514.493870 Ha. As for the HOMO-LUMO gap (alpha / beta): 6.55 / 6.31 eV. The net charge is +2. As for the expectation value of S²: 3.77.

Last column: natural (NBO) charge in e.
Geometry (Å):
Tc1 -1.21 -0.53 -0.28  1.649
Br1 -5.79 -1.38 5.51  0.157
C1 -4.90 -1.15 3.88  -0.120
C2 -5.50 -0.42 2.85  -0.147
C3 -4.86 -0.24 1.64  -0.201
C4 -3.60 -0.77 1.44  0.333
O1 -3.01 -0.61 0.24  -0.596
C5 -2.98 -1.51 2.46  -0.214
C6 -1.72 -2.15 2.27  0.256
N1 -0.91 -1.92 1.28  -0.531
C7 0.24 -2.75 1.07  0.163
C8 0.95 -3.43 2.02  -0.187
C9 2.01 -4.27 1.63  -0.181
C10 2.34 -4.43 0.31  -0.137
C11 1.63 -3.71 -0.69  -0.089
C12 1.91 -3.79 -2.07  -0.048
C13 1.19 -3.02 -2.96  -0.240
C14 0.22 -2.14 -2.47  0.140
N2 -0.08 -2.07 -1.19  -0.495
C15 0.60 -2.85 -0.29  0.141
C16 -3.66 -1.71 3.68  -0.146
H1 -6.48 0.00 3.00  0.258
H2 -5.34 0.31 0.83  0.250
H3 -1.44 -2.93 2.98  0.219
H4 0.72 -3.33 3.07  0.236
H5 2.57 -4.80 2.39  0.252
H6 3.14 -5.09 0.01  0.247
H7 2.68 -4.46 -2.42  0.251
H8 1.39 -3.06 -4.02  0.262
H9 -0.30 -1.47 -3.14  0.245
H10 -3.20 -2.30 4.46  0.243
O2 -0.69 0.55 -1.64  -0.893
Si1 0.58 1.64 -1.16  1.906
C17 0.11 3.31 -1.73  -0.520
C18 0.97 4.39 -1.50  -0.209
C19 0.62 5.67 -1.89  -0.186
C20 -0.60 5.89 -2.52  -0.165
C21 -1.46 4.83 -2.76  -0.205
C22 -1.11 3.55 -2.37  -0.195
C23 0.25 1.37 0.70  -0.450
C24 -1.09 1.62 1.10  -0.314
C25 -1.48 1.46 2.44  -0.168
C26 -0.55 1.06 3.38  -0.186
C27 0.77 0.83 3.00  -0.155
C28 1.16 0.97 1.68  -0.216
C29 2.19 0.94 -1.72  -0.602
C30 2.78 -0.18 -1.13  -0.207
C31 3.94 -0.71 -1.64  -0.209
C32 4.54 -0.14 -2.76  -0.166
C33 3.96 0.97 -3.37  -0.217
C34 2.80 1.51 -2.85  -0.095
H11 1.93 4.23 -1.01  0.219
H12 1.29 6.50 -1.70  0.234
H13 -0.87 6.89 -2.83  0.236
H14 -2.40 5.01 -3.27  0.233
H15 -1.79 2.72 -2.57  0.214
H16 -1.79 2.07 0.40  0.259
H17 -2.50 1.69 2.73  0.245
H18 -0.84 0.96 4.42  0.245
H19 1.50 0.55 3.75  0.242
H20 2.20 0.80 1.42  0.241
H21 2.33 -0.64 -0.25  0.194
H22 4.41 -1.57 -1.16  0.222
H23 5.45 -0.55 -3.16  0.236
H24 4.42 1.42 -4.23  0.239
H25 2.35 2.38 -3.32  0.222